## i
The following is a quantum chemistry calculation of a structure of composition CH3NOP2S, from OMol25.

Properties
LUMO (spin up / spin down), Eh: -0.01865 / -0.02589
Kohn-Sham gap (spin up / spin down), eV: 7.5 / 7.2
HOMO (spin up / spin down), eV: -7.970 / -7.891

Last column: natural (NBO) charge in e.
Positions of all 9 atoms, in Å:
S 1.267 1.173 -0.826  0.1734
P -1.648 -0.812 0.659  0.6342
P -0.146 1.430 0.777  0.7517
O -1.562 0.781 0.193  -1.0733
N 1.733 -0.421 -0.614  -0.6176
C 1.257 -1.323 0.032  0.0762
H 1.606 -2.459 0.115  0.2092
H -0.481 2.658 0.292  -0.0611
H -2.025 -1.026 -0.627  -0.0928

## ii
The following is a quantum chemistry calculation of an isolated molecule of CH3NOP2S, from OMol25.

Properties
LUMO, Eh: -0.04226
Kohn-Sham gap, eV: 7.4
HOMO, eV: -8.580
SMILES: c1ns[pH]o[pH]1

Last column: natural (NBO) charge in e.
Positions of all 9 atoms, in Å:
S -1.194 0.900 1.139  0.1903
P 0.771 -0.789 -1.223  0.7646
P 0.417 -0.452 1.854  0.9029
O 1.401 -0.663 0.709  -1.0597
N -0.695 1.432 -0.295  -0.5565
C 0.013 0.913 -1.175  -0.2622
H -0.268 -1.358 -0.452  -0.0500
H -0.503 -1.501 1.569  -0.1260
H 0.058 1.518 -2.125  0.1966

## iii
The following is a quantum chemistry calculation of a cluster of 2 separate species, CH3NOP2S in total, from OMol25.

Properties
LUMO, Eh: -0.01967
Kohn-Sham gap, eV: 7.7
HOMO, eV: -8.246
SMILES: C=NP=O.P=S

Last column: natural (NBO) charge in e.
Positions of all 9 atoms, in Å:
S -1.151 1.956 -0.877  -0.4476
P -0.034 2.627 0.509  0.5065
P 1.929 -0.441 -0.239  1.4963
O 1.931 0.971 0.029  -1.0688
N 0.316 -0.901 -0.145  -0.8117
C -0.717 -1.612 -0.272  0.0788
H -1.100 -2.147 0.633  0.1613
H -1.178 -1.953 -1.169  0.1735
H 0.005 1.501 1.530  -0.0884

Quick one: most stable of them? iii

## i
The following is a quantum chemistry calculation of the ion C2H8N3 with charge +1, from OMol25.

Properties
LUMO, Eh: -0.18316
Kohn-Sham gap, eV: 10.7
HOMO, eV: -15.693
SMILES: C/N=[N+](/C)N
Total charge: +1

Last column: natural (NBO) charge in e.
Positions of all 13 atoms, in Å:
N -0.913 -0.157 0.432  -0.0121
N 0.968 0.585 -0.695  -0.6337
N 0.262 -0.334 0.067  0.1841
C -1.658 1.050 0.199  -0.5187
C 0.950 -1.564 0.303  -0.4165
H -1.192 2.031 0.166  0.2343
H 0.937 1.574 -0.604  0.4252
H 1.943 0.264 -0.984  0.4196
H 1.572 -1.598 -0.604  0.2298
H 0.151 -2.273 0.404  0.2672
H 1.537 -1.468 1.224  0.2629
H -2.282 0.688 -0.605  0.2817
H -2.471 1.023 0.979  0.2764

## ii
The following is a quantum chemistry calculation of a cluster of 2 separate species, C2H8N3 in total, from OMol25.

Properties
LUMO, Eh: -0.15722
Kohn-Sham gap, eV: 10.0
HOMO, eV: -14.315
Total charge: +1

Last column: natural (NBO) charge in e.
Positions of all 13 atoms, in Å:
N -1.937 -0.166 0.149  -1.0968
N 1.805 -0.168 0.154  -0.3478
N 0.240 1.373 -0.175  -0.7228
C 2.209 -1.320 0.156  0.0887
C 1.466 1.015 -0.030  0.3515
H -0.338 0.570 -0.105  0.4356
H -2.655 0.440 0.312  0.3861
H 0.005 2.346 -0.036  0.4363
H 2.302 1.727 0.216  0.2456
H 2.497 -1.885 1.106  0.2351
H 2.635 -1.575 -0.792  0.2101
H -1.877 -0.662 0.984  0.3800
H -1.894 -0.696 -0.737  0.3983

## iii
The following is a quantum chemistry calculation of a cluster of 2 separate species, C2H8N3 in total, from OMol25.

Properties
LUMO, Eh: -0.12170
Kohn-Sham gap, eV: 11.4
HOMO, eV: -14.743
Total charge: +1

Last column: natural (NBO) charge in e.
Positions of all 13 atoms, in Å:
N 0.891 -1.263 -0.006  -0.7100
N -0.842 -0.630 1.333  -0.7190
N 0.564 1.512 -0.816  -0.6887
C -0.549 1.836 -1.297  0.0118
C -0.058 -1.544 0.831  0.3955
H -0.821 2.826 -1.663  0.1849
H -0.144 -2.571 1.163  0.2303
H 1.548 -1.974 -0.301  0.4325
H -1.324 1.077 -1.426  0.1657
H 0.963 -0.328 -0.425  0.4513
H -1.675 -0.857 1.852  0.4364
H 1.262 2.247 -0.719  0.3782
H -0.676 0.352 1.160  0.4310

## iv
The following is a quantum chemistry calculation of a cluster of 2 separate species, C2H8N3 in total, from OMol25.

Properties
LUMO, Eh: -0.19741
Kohn-Sham gap, eV: 8.5
HOMO, eV: -13.876
Total charge: +1

Last column: natural (NBO) charge in e.
Positions of all 13 atoms, in Å:
N -0.476 -1.927 -0.585  -0.6403
N -0.818 -0.547 -0.801  -0.3039
N 1.350 0.301 0.349  -0.6018
C -1.471 0.304 0.011  -0.1288
C 1.093 1.505 0.638  0.1002
H 1.153 2.185 -0.385  0.2583
H 1.672 -0.291 1.127  0.4506
H 1.242 -0.034 -0.690  0.4934
H -1.294 -2.536 -0.444  0.3721
H 0.911 1.833 1.666  0.2507
H -1.184 1.347 -0.310  0.1854
H -1.983 0.119 0.902  0.1931
H -0.197 -2.258 -1.478  0.3710

Quick one: most stable of them? iii

## i
The following is a quantum chemistry calculation of the ion C4H7N2O with charge +1, from OMol25.

Properties
LUMO (spin up / spin down), Eh: -0.26147 / -0.26144
Kohn-Sham gap (spin up / spin down), eV: 8.2 / 8.2
HOMO (spin up / spin down), eV: -15.286 / -15.287
SMILES: O=[N+]1CC=NCC1
Total charge: +1

Last column: natural (NBO) charge in e.
Positions of all 14 atoms, in Å:
O -0.268 -1.780 -0.230  -0.1840
N 1.157 -0.094 0.920  -0.2983
N -0.757 -0.660 -0.401  0.2692
C -1.367 0.001 0.623  -0.3232
C 0.066 -0.052 1.518  0.1731
C 0.061 0.180 -1.207  -0.2958
C 1.388 0.252 -0.453  -0.2475
H 1.789 1.326 -0.407  0.2771
H -0.072 -0.060 2.682  0.2907
H 0.265 -0.302 -2.108  0.2754
H -1.776 1.007 0.309  0.2769
H -0.490 1.155 -1.440  0.2491
H 2.049 -0.378 -0.990  0.2581
H -2.046 -0.594 1.184  0.2791

## ii
The following is a quantum chemistry calculation of the ion C4H7N2O with charge +1, from OMol25.

Properties
LUMO, Eh: -0.19123
Kohn-Sham gap, eV: 9.0
HOMO, eV: -14.222
SMILES: N[C@@H]1C=[NH+]CC1=O
Total charge: +1

Last column: natural (NBO) charge in e.
Positions of all 14 atoms, in Å:
O -1.669 0.096 1.612  -0.4050
N 0.889 -1.269 -0.480  -0.4124
N -0.790 1.671 -0.868  -0.8055
C 0.269 -1.415 0.867  -0.3586
C -0.016 0.860 -0.042  -0.2625
C -0.733 -0.075 0.900  0.6065
C 0.874 -0.036 -0.832  0.2815
H 0.455 1.527 0.660  0.2890
H -1.718 1.367 -1.191  0.4061
H 1.237 -2.067 -1.116  0.4767
H -0.902 2.547 -0.312  0.3991
H 1.114 -1.277 1.550  0.2574
H -0.294 -2.395 0.928  0.2677
H 1.284 0.466 -1.674  0.2601

## iii
The following is a quantum chemistry calculation of a cluster of 2 separate species, C4H7N2O in total, from OMol25.

Properties
LUMO, Eh: -0.16536
Kohn-Sham gap, eV: 9.5
HOMO, eV: -14.040
Total charge: +1

Last column: natural (NBO) charge in e.
Positions of all 14 atoms, in Å:
O -3.117 0.518 -1.123  -0.3159
N 0.597 0.008 -2.365  -0.4923
N 1.987 -0.661 1.724  -1.0890
C -2.288 0.089 -0.419  0.7577
C -1.281 -0.188 0.535  -0.4566
C 0.043 0.403 -1.440  0.5697
C -0.718 0.832 -0.467  -0.5209
H 2.570 -1.453 1.483  0.3706
H -1.535 0.152 1.559  0.3210
H 0.660 -0.268 -3.369  0.4930
H 2.195 -0.290 2.630  0.3734
H -0.894 1.994 -0.287  0.3204
H -0.773 -1.140 0.337  0.3184
H 2.556 0.003 1.202  0.3507

## iv
The following is a quantum chemistry calculation of a cluster of 2 separate species, C4H7N2O in total, from OMol25.

Properties
LUMO, Eh: -0.17466
Kohn-Sham gap, eV: 10.9
HOMO, eV: -15.673
Total charge: +1

Last column: natural (NBO) charge in e.
Positions of all 14 atoms, in Å:
O -1.946 -1.942 -0.297  -0.6158
N -2.678 1.715 0.944  -0.6733
N 0.111 -0.977 -0.619  -0.3762
C 0.618 0.137 -0.652  0.3141
C -2.746 0.821 0.229  0.2480
C -0.599 -2.025 -0.394  0.5272
C 0.658 1.179 0.375  -0.7228
H 0.971 0.381 -1.727  0.2352
H -2.339 -1.057 -0.485  0.5275
H 1.125 2.040 -0.095  0.2626
H -0.277 -3.033 -0.387  0.2383
H 0.992 0.896 1.321  0.2727
H -0.369 1.597 0.649  0.2824
H -2.638 2.381 1.724  0.4800

Quick one: most stable of them? ii